Record 1
23
Properties=species:S:1:pos:R:3:nbo_charge:R:1 method="wB97M-V/def2-TZVPD" lumo_ha="-0.1926 / -0.1926" molar_mass_g_mol=193.19 homo_energy_ev="-12.9063 / -12.9063" charge=+1 gap_ev="7.6655 / 7.6663"
H -2.356 -1.897 2.170 0.3910
N -1.695 -1.425 1.531 -0.4924
C -1.563 -0.194 1.280 0.1521
C -2.491 0.845 1.626 -0.1960
C -2.173 2.118 1.457 -0.1866
C -0.921 2.464 0.880 -0.0766
C -0.016 1.588 0.507 -0.2565
C -0.277 0.182 0.691 0.3996
N 0.588 -0.681 0.443 -0.4069
C 1.618 -1.166 -0.067 0.7936
N 2.597 -1.867 0.586 -0.7528
O 1.759 -1.296 -1.393 -0.4864
C 1.024 -0.461 -2.222 0.8883
N 1.216 -0.815 -3.502 -0.7934
O 0.526 0.554 -1.813 -0.6155
H -3.327 0.367 2.127 0.2396
H -2.733 2.986 1.711 0.2422
H -0.729 3.461 0.563 0.2345
H 0.767 1.712 -0.107 0.2436
H 3.323 -2.270 0.099 0.4208
H 2.381 -2.173 1.493 0.4187
H 0.753 -0.421 -4.285 0.4261
H 1.729 -1.610 -3.778 0.4130


Record 2
19
Properties=species:S:1:pos:R:3:nbo_charge:R:1 method="wB97M-V/def2-TZVPD" smiles="CC(=O)Nc1ccccc1" lumo_ha=0.0278 molar_mass_g_mol=135.17 homo_energy_ev=-8.3951 charge=0 gap_ev=9.1526
C -2.421 1.096 0.463 -0.7232
C -2.478 -0.267 -0.074 0.6657
O -3.531 -0.885 -0.169 -0.5840
N -1.303 -0.883 -0.516 -0.6063
C 0.005 -0.499 -0.288 0.1588
C 0.561 0.772 -0.495 -0.2624
C 1.820 1.125 -0.423 -0.2022
C 2.736 0.113 0.064 -0.2062
C 2.301 -1.226 0.310 -0.2194
C 0.957 -1.556 0.064 -0.2225
H -3.274 1.335 0.923 0.2379
H -2.335 1.941 -0.343 0.2438
H -1.593 1.492 1.244 0.2404
H -1.394 -2.095 -0.560 0.4174
H 0.078 1.552 -0.696 0.2017
H 2.368 2.161 -0.259 0.2345
H 3.908 0.262 0.125 0.2099
H 3.065 -1.825 0.522 0.2095
H 0.531 -2.611 0.109 0.2066


Record 3
19
Properties=species:S:1:pos:R:3:lowdin_spin:R:1 method="wB97M-V/def2-TZVPD" spin_multiplicity=3 lumo_ha="0.0325 / -0.0858" molar_mass_g_mol=135.17 s_squared=2.007 homo_energy_ev="-5.6763 / -10.2493" charge=0 gap_ev="6.5604 / 7.9151"
C 2.016 0.715 -0.058 0.0266
C 1.134 -1.718 0.166 0.7669
C 0.172 -1.519 1.082 0.7397
C 0.756 0.602 -0.668 0.0576
C 0.485 -1.052 -1.034 0.0685
C -0.932 -0.791 0.489 0.0926
C -0.378 0.695 0.367 0.0668
C -1.598 1.614 -0.158 0.0181
N 3.034 1.061 0.344 0.0279
O -0.881 -1.145 -0.856 0.0332
H 2.088 -2.309 0.229 0.0341
H 0.277 -1.609 2.182 0.0381
H 0.587 1.258 -1.489 0.0051
H 0.802 -1.480 -1.964 0.0066
H -1.856 -0.926 0.932 0.0089
H -0.055 1.038 1.349 0.0044
H -1.559 1.740 -1.202 0.0012
H -1.596 2.686 0.159 0.0026
H -2.497 1.141 0.129 0.0010


Record 4
20
Properties=species:S:1:pos:R:3:nbo_charge:R:1 method="wB97M-V/def2-TZVPD" lumo_ha="0.0211 / -0.0488" molar_mass_g_mol=151.17 homo_energy_ev="-8.3469 / -6.8541" charge=0 gap_ev="8.9222 / 5.5257"
C -0.452 2.176 -1.200 -0.2120
C 0.482 1.469 -0.468 -0.2198
C -1.368 1.510 -1.980 -0.0408
C 0.475 0.074 -0.565 -0.1254
C -0.438 -0.526 -1.397 0.3502
C 1.468 -0.740 0.214 -0.4078
C 1.145 -0.822 1.744 -0.4696
C -0.054 -1.630 2.017 0.0993
N -1.366 0.152 -2.088 0.0351
O -2.230 -0.404 -2.821 -0.5345
O -1.240 -1.034 1.871 -0.6731
H -0.468 3.255 -1.174 0.2287
H 1.206 1.972 0.157 0.2226
H -2.139 2.010 -2.547 0.2331
H 1.519 -1.748 -0.199 0.2199
H 2.453 -0.278 0.125 0.2153
H 2.005 -1.269 2.242 0.2234
H 0.983 0.191 2.117 0.2131
H 0.001 -2.704 2.113 0.1501
H -1.979 -1.655 1.838 0.4922


Record 5
20
Properties=species:S:1:pos:R:3:nbo_charge:R:1 method="wB97M-V/def2-TZVPD" lumo_ha=-0.2255 molar_mass_g_mol=166.14 homo_energy_ev=-13.1197 charge=+1 gap_ev=6.9841
C -0.378 -2.392 -1.099 -0.1807
C 0.053 -2.420 0.244 -0.1803
C -0.052 -1.310 -1.977 -0.1824
C 0.675 -1.301 0.697 -0.2056
C 0.552 -0.164 -1.456 -0.2456
C 0.913 -0.204 -0.102 -0.0597
C -2.496 1.971 1.306 -0.9572
C 1.512 1.076 0.415 -0.3737
N 0.621 2.183 0.328 0.1890
O 0.930 3.313 0.615 -0.1588
P -1.863 1.411 -0.123 0.9951
H -0.735 -3.324 -1.496 0.2314
H -0.203 -3.299 0.990 0.2518
H -0.236 -1.552 -2.997 0.2382
H 0.898 -1.265 1.741 0.2234
H 1.141 0.465 -2.035 0.2291
H -3.621 1.664 1.527 0.3180
H -2.033 2.740 2.046 0.3093
H 1.873 0.999 1.433 0.2800
H 2.449 1.408 -0.059 0.2787


Record 6
19
Properties=species:S:1:pos:R:3:nbo_charge:R:1 method="wB97M-V/def2-TZVPD" lumo_ha="0.0195 / -0.0430" molar_mass_g_mol=151.23 homo_energy_ev="-8.1360 / -6.9128" charge=0 gap_ev="8.6669 / 5.7420"
C -2.194 -0.973 -0.957 -0.1868
C -2.225 -1.584 0.305 -0.2266
C -1.157 -0.166 -1.331 -0.2202
C -1.248 -1.184 1.206 -0.1969
C -0.150 0.163 -0.434 0.0158
C -0.229 -0.221 0.910 0.0998
C 0.949 1.004 -1.018 -0.5044
C 1.950 1.510 -0.044 -0.2872
N 0.581 0.228 1.867 -0.5233
S 3.604 0.931 -0.065 0.0371
H -2.689 -1.377 -1.803 0.2067
H -3.158 -2.022 0.508 0.2199
H -1.347 0.330 -2.217 0.2081
H -1.063 -1.699 2.086 0.1976
H 1.654 0.346 -1.659 0.2178
H 0.441 1.607 -1.759 0.2462
H 1.577 1.909 0.824 0.2127
H 0.658 -0.568 2.480 0.3200
H 4.045 1.767 1.100 0.1638


Record 7
20
Properties=species:S:1:pos:R:3:nbo_charge:R:1 method="wB97M-V/def2-TZVPD" smiles=CN1c2ccccc2S[C@H]1S lumo_ha=0.0257 molar_mass_g_mol=183.30 homo_energy_ev=-7.8486 charge=0 gap_ev=8.5489
C 1.092 2.260 0.159 -0.4156
N 0.615 0.952 0.159 -0.4964
C -0.795 0.604 0.153 0.1604
C -1.932 1.460 -0.225 -0.2590
C -3.189 0.833 -0.132 -0.2081
C -3.401 -0.557 -0.084 -0.2522
C -2.179 -1.317 -0.113 -0.1813
C -0.918 -0.733 0.169 -0.2312
S 0.602 -1.674 0.156 0.2746
C 1.456 -0.079 0.587 -0.1983
S 3.111 -0.161 -0.361 -0.0804
H 0.427 2.820 -0.572 0.2120
H 2.193 2.390 -0.337 0.2347
H 1.243 2.944 1.244 0.1703
H -1.732 2.568 -0.391 0.2357
H -4.168 1.369 -0.164 0.2190
H -4.388 -1.097 -0.464 0.2355
H -2.405 -2.472 -0.273 0.2230
H 1.627 -0.084 1.663 0.2054
H 2.682 -0.561 -1.626 0.1518


Record 8
22
Properties=species:S:1:pos:R:3:nbo_charge:R:1 method="wB97M-V/def2-TZVPD" lumo_ha=0.0992 molar_mass_g_mol=201.22 homo_energy_ev=-3.4173 charge=-1 gap_ev=6.1162
C -0.739 1.283 0.317 -0.1962
C 0.174 1.372 -0.858 -0.3319
C -0.902 0.166 1.096 -0.2402
C 1.399 0.911 -0.954 -0.3523
C -2.273 1.546 -3.120 1.0280
C -0.306 -1.124 0.992 -0.0256
C 0.175 -1.708 2.300 -0.6578
C -0.329 -1.824 -0.167 -0.4109
O -1.674 0.688 -3.565 -0.4899
O -2.887 2.392 -2.612 -0.5372
O 2.931 -1.110 -0.277 -1.0500
O 3.242 1.088 0.846 -1.0414
S 2.293 -0.018 0.512 1.5111
H -1.321 2.179 0.448 0.1929
H -0.285 2.186 -1.491 0.1563
H -1.563 0.257 1.939 0.1856
H 2.072 1.324 -1.696 0.1961
H 0.643 -0.880 2.836 0.2321
H 0.745 -2.598 1.873 0.2293
H -0.689 -2.091 2.832 0.1928
H 0.056 -2.838 -0.211 0.1991
H -0.763 -1.200 -1.041 0.2099


Record 9
27
Properties=species:S:1:pos:R:3:lowdin_spin:R:1 method="wB97M-V/def2-TZVPD" spin_multiplicity=3 lumo_ha="-0.5102 / -0.5086" molar_mass_g_mol=433.06 s_squared=2.002 homo_energy_ev="-21.4050 / -21.4063" charge=+3 gap_ev="7.5223 / 7.5661"
O -1.186 -0.482 -2.613 0.0003
C -0.708 -0.313 -1.580 -0.0025
Tm 0.325 0.056 0.498 2.0160
O 2.233 1.231 -2.266 -0.0003
C 1.608 0.850 -1.370 -0.0023
C -1.714 -1.099 1.073 -0.0024
O -2.643 -1.639 1.488 -0.0001
C 0.925 -2.061 -0.585 -0.0021
O 1.303 -3.058 -1.037 0.0002
C -1.289 1.747 -0.060 -0.0029
O -1.974 2.659 -0.221 0.0004
C 1.240 -1.820 3.072 0.0002
O 1.582 -0.696 2.215 -0.0020
P 2.693 0.731 2.432 0.0001
O 2.678 0.977 4.017 -0.0001
C 1.536 1.176 4.883 0.0000
O 1.341 1.765 1.875 -0.0025
C 1.569 3.193 1.660 0.0001
H 1.491 -2.751 2.549 0.0000
H 0.165 -1.815 3.294 0.0000
H 1.797 -1.713 4.008 0.0000
H 0.591 0.977 4.363 0.0000
H 1.638 0.463 5.713 0.0000
H 1.591 2.220 5.219 0.0000
H 0.831 3.757 2.242 0.0000
H 2.579 3.423 2.020 0.0000
H 1.482 3.450 0.592 0.0000


Short version: relative energy (zero: lowest compared OMol25 entry of this formula, charge and spin) = 0.0000 3.2053 0.3913 6.1708 1.6783 3.0556 2.6082 1.0934 0.0000 eV, in the order given.
Short version: largest force on an atom = 3.8 8.7 9.6 1.4 3.9 3.4 4.9 3.5 7.1 eV/Å, in the order given.
Short version: DFT total energy = -18489.1943 -11976.6436 -11972.8405 -14020.7226 -21255.7108 -20762.6016 -31599.9198 -27465.9982 -63609.3686 eV, in the order given.